{
  "formula": "C32H94ClN8O15",
  "method": "the ωB97M-V functional and the def2-TZVPD basis",
  "orbital_gap_ev": [8.0277, 2.7659],
  "lumo_ha": [-0.0113, -0.2047],
  "charge": 0,
  "spin_multiplicity": 2,
  "e_tot_ev": -89847.0807,
  "e_homo_ev": [-8.3351, -8.3350],
  "species": ["Cl", "O", "O", "O", "O", "O", "H", "H", "O", "H", "H", "O", "H", "H", "C", "C", "C", "O", "C", "N", "H", "H", "H", "H", "H", "H", "H", "H", "H", "H", "H", "C", "C", "C", "O", "C", "N", "H", "H", "H", "H", "H", "H", "H", "H", "H", "H", "H", "C", "C", "C", "O", "C", "N", "H", "H", "H", "H", "H", "H", "H", "H", "H", "H", "H", "C", "C", "C", "O", "C", "N", "H", "H", "H", "H", "H", "H", "H", "H", "H", "H", "H", "C", "C", "C", "O", "C", "N", "H", "H", "H", "H", "H", "H", "H", "H", "H", "H", "H", "C", "C", "C", "O", "C", "N", "H", "H", "H", "H", "H", "H", "H", "H", "H", "H", "H", "C", "C", "C", "O", "C", "N", "H", "H", "H", "H", "H", "H", "H", "H", "H", "H", "H", "C", "C", "C", "O", "C", "N", "H", "H", "H", "H", "H", "H", "H", "H", "H", "H", "H"],
  "xyz": [[-0.111495, -0.015559, 0.198087], [-0.706755, 0.417601, -1.009623], [-0.561235, -1.407239, 0.376907], [1.324785, 0.054901, 0.221957], [-0.748125, 0.731221, 1.259477], [-4.142035, 1.293821, -0.139753], [-3.264935, 1.035091, 0.143087], [-4.164645, 2.242451, -0.014033], [1.740345, -0.337469, -2.960103], [1.061595, 0.035941, -2.397883], [2.288225, -0.850779, -2.366323], [-3.003495, -0.134159, 3.618227], [-2.564415, -0.969439, 3.778677], [-2.572855, 0.217561, 2.839077], [-2.246505, -3.514669, 5.251587], [-1.852865, -3.552459, 3.742357], [-3.124375, -3.783429, 2.891617], [-3.568135, -5.083699, 3.187997], [-4.701235, -5.611769, 2.530967], [-1.256875, -2.214559, 3.460777], [-2.770825, -2.580229, 5.451567], [-1.399735, -3.554229, 5.936797], [-3.085265, -4.199909, 5.374217], [-1.151005, -4.291599, 3.356137], [-2.957715, -3.781089, 1.814437], [-3.931165, -3.064429, 3.033837], [-4.565275, -5.572819, 1.450187], [-5.610695, -5.079139, 2.808957], [-4.892015, -6.657989, 2.769967], [-0.475035, -2.460289, 4.051077], [-0.976865, -2.177259, 2.491077], [2.369915, 3.253161, -1.140573], [3.639985, 4.104221, -1.163813], [3.823245, 5.078861, -0.020043], [4.956155, 6.017401, -0.090303], [4.885585, 7.215861, 0.753357], [4.776235, 3.201061, -1.302553], [2.431765, 2.522651, -0.333953], [2.168495, 2.674111, -2.041813], [1.424465, 3.787701, -1.048503], [3.560125, 4.686081, -2.082053], [3.821895, 4.528581, 0.920847], [2.878335, 5.621321, 0.011347], [4.381085, 6.957011, 1.684247], [4.165165, 7.926881, 0.348947], [5.845235, 7.698661, 0.937927], [5.659365, 3.618541, -1.559273], [5.006845, 2.643921, -0.492293], [-0.833535, -5.251739, -0.636943], [0.457445, -4.640249, -1.202663], [0.145615, -3.743929, -2.388163], [-0.087655, -4.666389, -3.477753], [-0.803975, -4.068899, -4.588173], [1.088975, -4.043809, -0.104523], [-0.763265, -5.823139, 0.288617], [-1.281135, -5.898519, -1.391553], [-1.623375, -4.543049, -0.387923], [1.058755, -5.509179, -1.470023], [1.049125, -3.143949, -2.496783], [-0.562885, -2.922459, -2.281783], [-0.138035, -3.368829, -5.092673], [-1.787455, -3.606989, -4.501493], [-0.980645, -4.857989, -5.319073], [1.113215, -4.628229, 0.718867], [0.609845, -3.204579, 0.189117], [-0.487045, 4.277651, -4.082033], [-1.934095, 3.987801, -3.641043], [-2.700655, 3.189081, -4.695163], [-4.077065, 3.494631, -4.609683], [-4.789785, 2.389711, -5.186753], [-1.946765, 3.449971, -2.253733], [-0.563045, 4.953701, -4.933663], [-0.054355, 3.315081, -4.354693], [0.072895, 4.747411, -3.273393], [-2.516785, 4.907501, -3.588853], [-2.486745, 2.120461, -4.675193], [-2.325295, 3.499361, -5.670323], [-4.608905, 2.176251, -6.240233], [-5.847345, 2.596581, -5.022833], [-4.760535, 1.422471, -4.685063], [-2.789475, 2.906921, -2.131103], [-1.293735, 2.680031, -2.224513], [5.991605, -4.539689, -2.201833], [4.836205, -4.221659, -1.292493], [4.712225, -2.796779, -0.724823], [4.485805, -1.832999, -1.775983], [4.765915, -0.539019, -1.295573], [3.620395, -4.602949, -1.870453], [5.879295, -5.529269, -2.644803], [6.935155, -4.618759, -1.661873], [6.159735, -3.753999, -2.938393], [4.965885, -4.890869, -0.441943], [5.633085, -2.683909, -0.152653], [3.921825, -2.763739, 0.025027], [5.815975, -0.374929, -1.053603], [4.118045, -0.190649, -0.491213], [4.655975, 0.139421, -2.141583], [3.498025, -4.002599, -2.673393], [2.885205, -4.492479, -1.186793], [-1.529985, 3.811321, 3.163357], [-0.542395, 4.482661, 2.265187], [0.965975, 4.197791, 2.576317], [1.458975, 4.943591, 3.707277], [1.223325, 6.343731, 3.669377], [-0.780045, 3.949921, 0.935967], [-1.393645, 2.729981, 3.177437], [-2.518415, 3.955071, 2.726967], [-1.599745, 4.252951, 4.157447], [-0.817105, 5.534951, 2.192277], [1.546045, 4.327291, 1.662617], [1.045955, 3.141551, 2.833327], [2.002015, 6.791621, 4.286737], [0.276675, 6.537581, 4.173727], [1.202115, 6.720651, 2.646837], [-0.552225, 2.976431, 0.792757], [-1.777605, 3.976271, 0.780157], [-4.394155, -3.303609, -0.972393], [-4.000545, -1.836509, -1.082403], [-3.755535, -1.404349, -2.556773], [-5.016465, -1.468079, -3.203483], [-5.030695, -1.533929, -4.632223], [-5.155995, -1.195159, -0.423853], [-3.763025, -3.937349, -1.595403], [-5.405875, -3.449399, -1.350923], [-4.423165, -3.639429, 0.064177], [-3.068305, -1.634979, -0.554753], [-2.948955, -2.025909, -2.945603], [-3.426765, -0.365139, -2.548933], [-6.001835, -1.883549, -4.982583], [-4.257855, -2.165599, -5.070173], [-4.861505, -0.543219, -5.054103], [-5.789115, -1.194559, -1.210783], [-4.912695, -0.215369, -0.393693], [3.678005, 1.829191, 2.676297], [3.403535, 0.541211, 3.467537], [2.026145, 0.537541, 4.188027], [1.786835, -0.561319, 5.074027], [0.505135, -0.635939, 5.770877], [3.464345, -0.524659, 2.535747], [3.803025, 2.697481, 3.323247], [2.939585, 2.037041, 1.901937], [4.620915, 1.708491, 2.142947], [4.178415, 0.254261, 4.178387], [1.245675, 0.562691, 3.427537], [1.909565, 1.454981, 4.764927], [-0.300395, -0.306349, 5.114687], [0.436845, -0.137119, 6.737627], [0.255105, -1.686069, 5.921927], [3.095015, -1.286259, 3.086807], [2.718865, -0.530659, 1.854337]],
  "forces_ev_per_angstrom": [[-2.4, -1.6, 1.9], [0.5, 0.9, -2.1], [1.1, -0.4, 0.0], [-0.2, 0.2, -0.2], [1.0, 0.4, 0.3], [0.2, 0.7, -0.1], [0.5, -0.1, 0.2], [-0.1, 0.3, 0.1], [0.0, -0.2, -0.5], [-0.4, 0.2, 0.3], [0.3, -0.1, 0.2], [-1.0, 0.9, 0.3], [0.7, -0.4, -0.1], [0.2, 0.0, -0.2], [-0.5, -0.1, -1.3], [-2.1, 1.1, -0.7], [-0.4, -0.4, -0.4], [0.0, -1.5, 1.0], [0.0, 0.6, -0.3], [-0.2, -1.7, 0.7], [0.4, 0.5, -0.3], [-0.2, -0.6, 0.1], [0.7, -0.8, 0.6], [0.0, -0.6, 0.9], [0.7, 0.4, -0.3], [0.0, 0.4, 0.5], [-0.1, 0.2, -0.3], [-0.1, 0.3, -0.1], [0.6, 0.0, 0.4], [1.2, 1.6, -0.3], [0.4, 0.2, -0.3], [-0.6, -0.1, 0.7], [1.1, -0.1, -0.9], [-0.8, 1.4, 0.9], [-0.2, -0.3, -0.1], [-1.8, -1.5, -0.3], [0.7, -0.7, -0.7], [-0.1, 0.0, 0.2], [0.9, 0.0, -0.3], [0.1, 0.5, 0.5], [0.4, 0.2, -0.2], [0.5, -0.1, 0.3], [-0.1, 0.6, 0.1], [0.5, -0.2, 0.5], [0.2, 0.3, -0.6], [0.1, -0.5, -0.3], [-0.2, 0.6, -0.1], [-0.6, 0.1, 0.4], [-1.6, -0.7, -0.1], [-2.1, -1.3, 0.5], [1.5, -0.6, -0.5], [-1.3, 1.7, 0.3], [1.1, -0.6, -1.0], [1.0, 1.3, 0.8], [0.7, -0.3, -0.1], [0.1, -0.1, -0.1], [0.3, 0.7, -0.2], [0.1, 0.0, -0.8], [0.6, 0.0, -0.8], [-0.9, -0.6, 0.4], [0.0, 0.3, 0.1], [0.0, 0.1, 1.3], [0.2, -0.3, 0.2], [0.3, -0.4, 0.0], [0.1, 1.1, -0.1], [-1.3, -0.2, 0.2], [-0.2, 0.2, 0.7], [1.1, 0.7, -0.1], [-0.2, -2.2, -0.4], [-1.7, 0.5, 0.6], [-0.1, -0.5, -0.8], [0.5, -0.1, -0.1], [0.4, 0.1, -0.2], [0.0, -0.1, -0.1], [0.2, 0.4, 0.0], [-0.2, -0.3, 0.5], [0.0, 0.2, -0.4], [0.3, 0.5, -0.2], [-0.1, 0.5, -0.5], [1.1, 0.1, 0.6], [-0.8, 0.3, 0.1], [0.8, -0.1, 0.1], [1.0, 0.5, -0.4], [1.0, -1.3, 1.1], [0.2, 0.4, -0.5], [0.4, -1.6, 1.4], [0.4, 1.6, -1.0], [-0.6, 1.1, -0.5], [-0.3, 0.2, -0.3], [-0.1, 0.2, 0.4], [-0.2, -0.2, -0.3], [0.0, 0.2, 0.6], [0.4, 0.7, -0.3], [-0.4, 0.0, -0.1], [0.2, -0.5, 0.5], [-0.1, -0.3, 0.2], [-0.5, 0.0, 0.0], [-0.7, -0.2, -0.8], [-1.1, -0.2, 0.3], [-0.7, 0.1, 0.9], [0.7, -1.1, -0.7], [-1.4, 0.8, 0.8], [0.2, -0.7, -0.8], [-0.1, -0.8, 0.4], [0.0, 0.5, -1.3], [0.3, 0.0, 0.3], [-0.2, 0.1, 0.0], [0.2, -0.3, 0.3], [0.6, 0.2, 0.2], [0.2, 0.5, 0.0], [0.0, 0.0, 0.2], [0.1, 0.2, -0.3], [-0.2, 0.3, -0.2], [0.1, 0.2, 0.0], [0.4, -0.2, 0.5], [-0.1, 0.2, -0.4], [0.4, -0.5, -0.6], [-0.6, -0.8, 0.1], [-0.7, 0.5, 1.4], [0.1, -0.9, -1.1], [0.2, 0.5, 0.4], [0.9, 0.6, -1.0], [0.3, -0.3, 0.1], [-0.1, 0.2, -0.1], [0.3, 0.1, -0.1], [0.0, 0.0, 0.3], [-0.2, -0.3, -0.6], [0.3, 0.2, -0.1], [0.0, 0.0, 0.3], [0.1, -0.4, 0.3], [0.0, 0.2, -0.1], [-1.0, -0.2, 0.1], [-0.3, 0.2, 0.6], [0.5, 0.1, 0.8], [-1.1, 0.6, 0.3], [-0.5, 1.1, 0.6], [0.1, -0.6, 0.4], [0.3, 0.0, -1.4], [-0.3, -2.6, -0.8], [-0.3, 0.1, 0.0], [-0.3, -0.1, 0.2], [0.1, -0.2, 0.1], [0.2, 0.8, 0.4], [-0.2, -0.1, -0.3], [0.1, 0.3, 0.1], [0.0, 0.5, 0.0], [0.5, 0.3, -0.1], [0.5, -0.1, 0.2], [0.5, -1.0, 0.3], [-0.2, 1.0, -0.6]],
  "lowdin_charge": [0.65, -0.33, -0.40, -0.34, -0.35, -0.03, 0.03, 0.06, -0.05, -0.01, -0.01, -0.08, -0.05, -0.01, -0.03, -0.37, -0.20, -0.21, -0.10, 0.04, 0.08, 0.07, 0.08, 0.13, 0.10, 0.14, 0.07, 0.09, 0.09, 0.06, 0.05, -0.06, -0.42, -0.19, -0.20, -0.08, 0.04, 0.05, 0.08, 0.06, 0.14, 0.11, 0.11, 0.07, 0.08, 0.08, 0.07, 0.06, -0.02, -0.42, -0.16, -0.16, -0.08, 0.16, 0.09, 0.09, 0.07, 0.14, 0.11, 0.13, 0.09, 0.07, 0.09, 0.12, 0.08, -0.05, -0.41, -0.24, -0.15, -0.11, 0.06, 0.08, 0.08, 0.07, 0.13, 0.12, 0.12, 0.09, 0.09, 0.05, 0.05, 0.04, -0.03, -0.42, -0.15, -0.17, -0.11, 0.23, 0.09, 0.09, 0.09, 0.15, 0.14, 0.12, 0.10, 0.08, 0.09, 0.13, 0.05, -0.06, -0.43, -0.16, -0.20, -0.11, 0.04, 0.07, 0.08, 0.08, 0.13, 0.09, 0.10, 0.08, 0.08, 0.09, 0.04, 0.05, -0.08, -0.41, -0.18, -0.19, -0.08, 0.05, 0.06, 0.08, 0.05, 0.12, 0.10, 0.11, 0.09, 0.08, 0.06, 0.06, 0.01, -0.05, -0.42, -0.18, -0.20, -0.07, 0.03, 0.08, 0.05, 0.07, 0.14, 0.11, 0.12, 0.07, 0.09, 0.06, 0.06, 0.03]
}